Record 1
# C3H8NOS

The ion C3H8NOS with charge +1 in a non-equilibrium geometry (the ωB97M-V functional and the def2-TZVPD basis, OMol25).

The geometry in ORCA input format:
```
! RIJCOSX wB97M-V def2-TZVPD def2/J DEFGRID3
* xyz 1 1
S 0.594 -2.043 -1.463
O -2.149 1.011 0.112
N 0.224 1.342 0.864
C 0.754 -0.922 -0.048
C -1.430 0.333 -0.567
C 0.078 0.397 -0.355
H 1.806 -0.753 0.154
H 1.170 1.605 1.131
H -0.346 0.988 1.640
H 0.178 -3.119 -0.788
H -0.347 2.165 0.632
H 0.750 0.904 -1.052
H 0.511 -1.409 0.906
H -1.793 -0.499 -1.167
*
```

## Properties
* relative energy (zero: lowest compared OMol25 entry of this formula, charge and spin): 0.642 eV
* frontier orbital gap: 9.418 eV
* electronic energy: -647.0009 hartree
* E_HOMO: -13.48 eV
* structure (SMILES): [NH3+][C@H](C=O)CS

***

Record 2
# C3H8NOS

A cluster of 2 separate species, C3H8NOS in total in a non-equilibrium geometry (the ωB97M-V functional and the def2-TZVPD basis, OMol25).

The geometry in ORCA input format:
```
! RIJCOSX wB97M-V def2-TZVPD def2/J DEFGRID3
* xyz 1 1
S 1.070 1.679 2.693
O 0.613 -0.417 -1.167
N -1.519 -0.682 -0.755
C 0.455 0.109 0.208
C -0.998 -0.078 0.481
C -0.534 -0.788 -1.604
H -0.626 -1.279 -2.701
H -2.532 -0.863 -0.865
H -1.235 -0.734 1.328
H 0.933 1.093 0.099
H 1.190 -0.408 0.768
H 0.628 1.510 3.969
H -0.209 2.165 2.212
H -1.538 0.871 0.820
*
```

## Properties
* relative energy (zero: lowest compared OMol25 entry of this formula, charge and spin): 0.916 eV
* frontier orbital gap: 9.325 eV
* electronic energy: -646.9908 hartree
* E_HOMO: -13.31 eV

***

Record 3
# C3H8NP

The molecule C3H8NP in a non-equilibrium geometry (the ωB97M-V functional and the def2-TZVPD basis, OMol25).

The geometry in ORCA input format:
```
! RIJCOSX wB97M-V def2-TZVPD def2/J DEFGRID3
* xyz 0 1
P -0.204 0.565 -0.029
N 1.278 1.262 0.062
C -2.210 0.899 -0.221
C 2.285 0.202 -0.072
C -0.118 -1.115 0.059
H -2.596 -0.046 0.187
H 0.671 -1.577 0.548
H 1.858 -0.579 -0.705
H -1.099 -1.596 0.026
H 2.591 -0.002 0.931
H -2.472 1.684 0.431
H 3.130 0.751 -0.605
H -2.466 0.897 -1.223
*
```

## Properties
* relative energy (zero: lowest compared OMol25 entry of this formula, charge and spin): 3.065 eV
* frontier orbital gap: 7.837 eV
* electronic energy: -515.0677 hartree
* E_HOMO: -7.76 eV
* structure (SMILES): C=P(C)=NC

***

Record 4
# C3H8NP

The molecule C3H8NP in a non-equilibrium geometry (the ωB97M-V functional and the def2-TZVPD basis, OMol25).

The geometry in ORCA input format:
```
! RIJCOSX wB97M-V def2-TZVPD def2/J DEFGRID3
* xyz 0 3
P 2.444 0.123 -0.050
N 0.985 -0.834 -0.336
C -1.042 0.760 -0.412
C -0.181 -0.238 0.329
C -1.566 -0.657 -0.192
H -2.337 -0.906 0.656
H -0.610 1.227 -1.253
H 0.039 -0.259 1.326
H -1.399 1.597 0.281
H 2.114 0.731 1.272
H -1.498 -1.202 -1.105
H 1.047 -1.767 -0.018
H 2.004 1.425 -0.499
*
```

## Properties
* relative energy (zero: lowest compared OMol25 entry of this formula, charge and spin): 3.503 eV
* expectation value of S²: 2.004
* frontier orbital gap (alpha / beta): 5.416 / 6.453 eV
* electronic energy: -514.9272 hartree
* E_HOMO (alpha / beta): -4.20 / -9.56 eV